Entry 1:
Below is C4H2O as an isolated structure in a non-equilibrium geometry, with properties calculated with ωB97M-V/def2-TZVPD.

Structure (XYZ):
```
7
Properties=species:S:1:pos:R:3:forces:R:3:lowdin_charge:R:1
C 0.053389 -0.153758 0.870203 -0.985 -2.215 -6.498 0.04
O -0.853518 -0.817253 -1.255347 -0.112 -1.258 -1.548 -0.12
C -0.065604 0.270288 -1.184324 1.188 2.739 -1.446 -0.03
H -0.208221 0.061220 1.780881 -0.969 1.361 5.147 0.01
H 1.611030 1.250116 -0.004413 -1.524 -1.640 -0.391 0.14
C -1.334902 -1.045791 -0.114580 1.673 0.699 3.399 0.12
C 0.797826 0.435178 -0.092420 0.729 0.314 1.338 -0.16
```
Positions in Å, forces in eV/Å.

Values from the calculation:
- HOMO energy (spin up / spin down) (eV) = -8.9 / -8.9
- lowest unoccupied orbital energy (spin up / spin down) (Eh) = -0.0373 / -0.0372


Entry 2:
Below is one molecule with the formula C4H2O2 in a non-equilibrium geometry, with properties calculated with ωB97M-V/def2-TZVPD.

Structure (XYZ):
```
8
Properties=species:S:1:pos:R:3:forces:R:3:lowdin_charge:R:1
C -0.881177 -0.504362 0.011218 0.057 0.499 -0.164 -0.01
O -3.178406 0.310380 0.073087 -0.256 -0.146 -0.241 0.18
C 0.425890 -0.599575 -0.016034 0.083 -1.305 -0.530 -0.06
C 1.424326 0.526770 0.046841 -1.716 1.584 0.044 -0.27
C -2.077329 -0.055105 0.010016 -0.118 0.493 0.569 -0.20
O 2.595096 0.316349 -0.041102 0.147 0.351 0.077 0.07
H 0.789101 -1.626786 -0.218649 0.535 0.770 0.348 0.12
H 0.902501 1.632327 0.134620 1.268 -2.247 -0.102 0.17
```
Positions in Å, forces in eV/Å.

Values from the calculation:
- HOMO energy (eV) = -9.4
- SMILES = O=C=C=CC=O
- lowest unoccupied orbital energy (Eh) = -0.0623


Entry 3:
Below is one molecule with the formula C4H2O2 in a non-equilibrium geometry, with properties calculated with ωB97M-V/def2-TZVPD.

Structure (XYZ):
```
8
Properties=species:S:1:pos:R:3:forces:R:3:lowdin_charge:R:1
H 1.091490 1.313496 0.096166 0.137 -0.187 -0.104 0.14
O -1.606163 0.726919 0.778344 -0.075 -0.782 -0.305 0.06
C -1.521456 -0.168391 -0.017602 -0.542 0.143 0.341 -0.30
C -0.529410 -1.350276 0.047221 -0.403 1.048 0.092 0.10
C 0.497731 -0.704620 -0.158076 0.359 -0.424 0.031 0.04
H -2.114370 -0.210300 -0.939217 -0.095 -0.005 -0.022 0.13
C 1.515470 0.310652 -0.130475 0.725 -0.092 -0.110 -0.25
O 2.685730 0.087247 -0.299013 -0.106 0.299 0.078 0.08
```
Positions in Å, forces in eV/Å.

Values from the calculation:
- HOMO energy (eV) = -11.1
- SMILES = O=CC#CC=O
- lowest unoccupied orbital energy (Eh) = -0.0270


| no. | M (g mol⁻¹) |
| --- | --- |
| 1 | 66.1 |
| 2 | 82.1 |
| 3 | 82.1 |